The following is a quantum chemistry calculation of an isolated molecule of C6H7N, from the OMol25 dataset.

Relative energy (zero: lowest compared OMol25 entry of this formula, charge and spin) = 5.220 eV
SMILES string = C=C1CC2=N[C@@H]2C1
LUMO energy = 0.46 eV
Orbital gap = 9.15 eV

ORCA input file:
```
! RIJCOSX wB97M-V def2-TZVPD def2/J DEFGRID3
* xyz 0 1
C -0.891 -1.203 -0.811
C -0.192 -0.388 -0.035
C 1.367 -0.654 0.183
C 1.774 0.181 1.266
N 1.469 0.562 2.458
C 0.745 1.283 1.266
C -0.701 0.903 0.591
H -1.888 -0.844 -1.059
H -0.613 -2.045 -1.426
H 1.524 -1.674 0.409
H 2.051 -0.366 -0.697
H 1.085 2.321 1.249
H -1.286 1.416 -0.135
H -1.358 0.744 1.417
*
```

The following is a quantum chemistry calculation of C33H41GaO5S3Se2 as an isolated structure, from the OMol25 dataset.

Relative energy (zero: lowest compared OMol25 entry of this formula, charge and spin) = 0.864 eV
LUMO energy = 0.01 eV
Orbital gap = 7.36 eV

ORCA input file:
```
! RIJCOSX wB97M-V def2-TZVPD def2/J DEFGRID3
* xyz 0 1
Ga 2.131 0.306 0.073
O 3.623 -5.135 -1.792
C 2.594 -4.372 -1.215
C 3.209 -3.475 -0.090
C 4.182 -4.241 0.881
O 3.493 -5.297 1.470
C 4.163 -2.359 -0.553
Se 3.265 -1.015 -1.689
C 1.991 -2.947 0.708
Se 2.361 -1.299 1.881
H 3.276 -5.724 -2.465
H 1.753 -4.939 -0.769
H 2.148 -3.732 -1.973
H 4.507 -3.443 1.621
H 5.039 -4.475 0.293
H 4.039 -6.035 1.818
H 4.903 -2.819 -1.227
H 4.675 -2.009 0.336
H 1.619 -3.735 1.355
H 1.209 -2.520 0.066
C -2.560 8.404 -0.682
C -3.896 7.780 -0.382
O -4.956 8.188 -0.880
S -4.076 6.569 0.940
C -3.164 5.148 0.559
C -2.590 4.468 1.645
C -1.849 3.317 1.402
C -1.717 2.724 0.118
C -2.284 3.463 -0.934
C -2.905 4.718 -0.768
C -0.723 1.760 -0.080
C 0.312 1.084 -0.118
H -2.701 9.493 -0.666
H -2.218 8.130 -1.711
H -1.795 8.107 -0.001
H -2.788 4.905 2.633
H -1.338 2.732 2.195
H -2.323 3.055 -1.963
H -3.239 5.371 -1.551
C 1.322 4.181 -2.548
C 2.190 4.920 -1.578
C 2.471 4.025 -0.359
S 3.812 2.714 -0.583
O 3.359 1.669 0.547
C 5.336 3.641 -0.031
C 5.777 3.120 1.326
C 4.796 3.566 2.422
H 0.727 3.467 -1.990
H 1.920 3.677 -3.275
H 0.713 4.943 -3.065
H 1.750 5.890 -1.277
H 3.150 5.246 -2.016
H 1.587 3.524 0.025
H 2.868 4.492 0.529
H 4.944 4.633 0.088
H 6.148 3.604 -0.797
H 6.762 3.539 1.537
H 5.941 2.088 1.197
H 4.457 4.595 2.211
H 5.262 3.491 3.354
H 3.854 3.029 2.447
O -2.077 -3.265 -1.605
S -2.421 -3.596 -0.166
C -4.136 -3.189 0.028
C -4.570 -2.916 1.289
C -5.882 -2.642 1.560
C -6.784 -2.591 0.481
C -6.347 -2.814 -0.837
C -5.003 -3.137 -1.043
C -2.585 -5.342 0.025
C -3.196 -5.916 1.138
C -3.261 -7.271 1.281
C -2.806 -8.106 0.257
C -2.209 -7.570 -0.849
C -2.187 -6.172 -1.022
H -3.803 -2.839 2.073
H -6.154 -2.432 2.582
H -7.769 -2.302 0.693
H -7.091 -2.780 -1.593
H -4.680 -3.283 -2.102
H -3.502 -5.253 1.992
H -3.594 -7.642 2.290
H -2.951 -9.187 0.338
H -1.777 -8.224 -1.600
H -1.726 -5.738 -1.859
*
```

The following is a quantum chemistry calculation of C17H29ClInNO2P2 as an isolated structure, from the OMol25 dataset.

Relative energy (zero: lowest compared OMol25 entry of this formula, charge and spin) = 0.000 eV
LUMO energy = 0.45 eV
Orbital gap = 7.15 eV

ORCA input file:
```
! RIJCOSX wB97M-V def2-TZVPD def2/J DEFGRID3
* xyz 0 1
C -1.013 3.201 -2.484
C -1.063 2.214 -1.462
N 0.093 1.935 -0.763
C 1.276 2.440 -1.121
C 1.357 3.401 -2.132
C 0.198 3.788 -2.810
C -2.252 1.493 -1.184
P -2.395 0.352 0.156
In -0.043 0.467 1.114
P 2.408 0.332 0.357
C 2.558 1.970 -0.442
C -0.156 -1.485 2.229
C -0.581 -1.397 3.544
C -0.565 -2.551 4.356
C -0.128 -3.778 3.831
C 0.264 -3.857 2.493
C 0.246 -2.698 1.692
O -1.633 -0.465 -3.601
O 0.977 -0.693 -3.174
H -1.946 3.425 -3.006
H 2.336 3.793 -2.402
H 0.257 4.520 -3.615
C -3.442 1.007 1.505
C -3.176 -1.175 -0.429
H 3.348 1.898 -1.202
H 2.889 2.708 0.303
H -2.048 0.277 -3.103
H -3.132 1.786 -1.764
C 3.439 0.373 1.847
C 3.248 -0.750 -0.812
H -0.905 -0.438 3.956
H -0.890 -2.493 5.396
H -0.086 -4.666 4.469
H 0.588 -4.819 2.083
H 0.565 -2.761 0.650
H -0.235 -2.464 -1.434
H 1.261 -1.478 -3.674
H 0.008 -0.580 -3.410
H -1.867 -0.303 -4.532
H 0.250 -1.962 -1.146
H -4.441 1.218 1.101
H -3.529 0.268 2.317
H -3.004 1.932 1.904
H -4.256 -0.993 -0.552
H -2.742 -1.476 -1.393
H -3.024 -1.972 0.315
H 4.280 -0.388 -0.929
H 3.253 -1.767 -0.397
H 2.730 -0.755 -1.781
H 4.476 0.620 1.588
H 3.051 1.113 2.560
H 3.412 -0.619 2.320
Cl -0.218 2.253 2.669
*
```

The following is a quantum chemistry calculation of a 2-piece molecular cluster, C4H12S overall, from the OMol25 dataset.

⟨S²⟩ = 0.751
Relative energy (zero: lowest compared OMol25 entry of this formula, charge and spin) = 0.782 eV
LUMO energy (spin up / spin down) = 3.48 / 3.43 eV
Orbital gap (spin up / spin down) = 2.22 / 8.19 eV

ORCA input file:
```
! RIJCOSX wB97M-V def2-TZVPD def2/J DEFGRID3
* xyz -1 2
C -1.858 -0.451 1.525
C -1.285 -1.125 2.787
H -1.341 -0.571 0.568
H -2.804 -0.938 1.374
H -1.808 0.622 1.753
H -1.464 -2.202 2.878
H -1.519 -0.630 3.724
H -0.196 -1.185 2.648
C 0.194 0.814 -2.973
C 2.456 0.582 -0.867
S 1.054 1.567 -1.520
H -0.217 1.709 -3.440
H 1.000 0.395 -3.610
H -0.572 0.106 -2.686
H 2.150 0.248 0.128
H 3.333 1.250 -0.794
H 2.876 -0.190 -1.494
*
```

The following is a quantum chemistry calculation of C23H50GeO3P2Si3V as an isolated structure, from the OMol25 dataset.

⟨S²⟩ = 0.991
LUMO energy (spin up / spin down) = -7.65 / -7.84 eV
Orbital gap (spin up / spin down) = 5.81 / 5.55 eV

ORCA input file:
```
! RIJCOSX wB97M-V def2-TZVPD def2/J DEFGRID3
* xyz 2 2
V -0.298 0.165 0.169
C 1.195 -1.683 2.876
P 0.062 -0.320 2.471
C 0.735 1.028 3.471
C -1.545 -0.856 3.107
C -1.989 -0.633 4.403
C -3.216 -1.142 4.811
C -3.988 -1.888 3.933
C -3.547 -2.123 2.636
C -2.328 -1.605 2.213
P -1.706 -1.788 0.511
C -3.135 -2.267 -0.485
C -0.661 -3.292 0.449
H 1.440 -1.624 3.936
H 2.112 -1.601 2.293
H 0.726 -2.644 2.681
H 0.619 0.811 4.533
H 0.275 1.980 3.241
H 1.802 1.089 3.250
H -1.394 -0.059 5.101
H -3.568 -0.959 5.818
H -4.939 -2.288 4.257
H -4.169 -2.704 1.966
H -3.960 -1.569 -0.362
H -3.448 -3.266 -0.182
H -2.845 -2.292 -1.534
H -0.930 -3.953 1.273
H 0.399 -3.058 0.494
H -0.860 -3.807 -0.491
C 1.927 -1.938 -2.651
C 1.263 -0.581 -2.599
C 1.776 0.369 -3.660
O -0.183 -0.709 -2.649
C 1.335 0.030 -1.201
O 1.541 -0.672 -0.150
O 0.873 1.218 -1.010
H 1.806 -2.368 -3.646
H 1.495 -2.617 -1.918
H 2.996 -1.852 -2.455
H 1.515 -0.017 -4.646
H 2.863 0.445 -3.613
H 1.348 1.363 -3.548
H -0.445 -1.119 -3.483
C -3.608 0.615 -2.334
Si -3.745 1.784 -0.904
C -4.609 1.047 0.564
C -4.603 3.329 -1.402
Ge -1.563 2.258 0.035
Si -1.546 3.849 1.912
C 0.197 4.348 2.254
C -2.377 2.906 3.289
C -2.622 5.284 1.524
Si -0.867 3.946 -1.711
C 0.887 4.322 -1.315
C -1.855 5.484 -1.820
C -1.090 2.898 -3.215
H -4.475 -0.052 -2.355
H -2.702 0.011 -2.295
H -3.597 1.168 -3.274
H -5.578 0.628 0.267
H -4.805 1.819 1.315
H -4.025 0.260 1.041
H -5.655 3.069 -1.572
H -4.212 3.744 -2.332
H -4.574 4.098 -0.629
H 0.925 3.574 2.005
H 0.310 4.600 3.313
H 0.448 5.237 1.672
H -2.453 1.836 3.116
H -3.394 3.292 3.405
H -1.851 3.068 4.235
H -2.253 5.903 0.711
H -2.657 5.903 2.429
H -3.646 4.975 1.301
H 0.939 5.153 -0.610
H 1.374 4.640 -2.244
H 1.441 3.478 -0.914
H -1.479 6.255 -1.149
H -2.920 5.349 -1.656
H -1.722 5.849 -2.847
H -0.867 1.844 -3.041
H -0.427 3.261 -4.009
H -2.119 2.991 -3.570
*
```

The following is a quantum chemistry calculation of C52H45Br4N4O6Sb2V as an isolated structure, from the OMol25 dataset.

⟨S²⟩ = 4.026
Relative energy (zero: lowest compared OMol25 entry of this formula, charge and spin) = 1.439 eV
LUMO energy (spin up / spin down) = 2.10 / 1.90 eV
Orbital gap (spin up / spin down) = 6.44 / 6.60 eV

ORCA input file:
```
! RIJCOSX wB97M-V def2-TZVPD def2/J DEFGRID3
* xyz -1 4
V -1.429 1.460 0.905
C 2.614 -2.478 0.309
C 3.668 -1.371 0.345
C 3.348 -0.223 1.300
Sb 1.937 1.246 0.583
C 1.806 2.259 2.474
C 2.740 2.126 3.454
C 2.538 2.626 4.761
C 1.302 3.224 5.104
C 0.318 3.365 4.187
C 0.498 2.951 2.763
C 3.438 2.532 -0.284
C 3.533 2.578 -1.673
C 4.495 3.354 -2.306
C 5.377 4.112 -1.551
C 5.286 4.090 -0.166
C 4.325 3.308 0.459
Sb 0.726 -2.008 -0.646
C -0.050 -4.003 -0.476
C -1.420 -4.107 -0.236
C -2.024 -5.337 -0.014
C -1.259 -6.492 -0.031
C 0.106 -6.409 -0.271
C 0.703 -5.175 -0.488
C 1.560 -2.158 -2.630
C 1.608 -3.307 -3.414
C 2.146 -3.278 -4.694
C 2.657 -2.095 -5.210
C 2.618 -0.941 -4.441
C 2.067 -0.977 -3.168
H 2.371 -2.799 1.324
H 3.005 -3.337 -0.240
H 3.859 -0.999 -0.669
H 4.613 -1.822 0.669
H 4.252 0.342 1.533
H 2.926 -0.608 2.230
H 3.664 1.593 3.257
H 3.307 2.499 5.510
H 1.140 3.555 6.123
H -0.647 3.781 4.443
H 0.405 3.861 2.137
H 2.831 2.017 -2.281
H 4.548 3.373 -3.388
H 6.127 4.723 -2.038
H 5.963 4.689 0.430
H 4.262 3.318 1.541
H -2.026 -3.207 -0.196
H -3.087 -5.388 0.185
H -1.721 -7.454 0.148
H 0.709 -7.308 -0.280
H 1.772 -5.136 -0.660
H 1.203 -4.240 -3.037
H 2.166 -4.182 -5.290
H 3.080 -2.073 -6.206
H 3.005 -0.009 -4.835
H 2.003 -0.054 -2.598
Br -6.491 3.471 -3.474
C -4.971 3.424 -2.352
C -4.600 4.550 -1.623
Br -5.599 6.146 -1.757
C -3.499 4.502 -0.784
Br -2.929 5.985 0.229
C -2.704 3.344 -0.660
O -1.693 3.301 0.134
C -3.076 2.228 -1.453
O -2.260 1.113 -1.258
C -4.209 2.260 -2.243
Br -4.759 0.705 -3.160
C -0.258 5.065 -3.303
C -1.059 4.627 -4.348
C -1.379 3.283 -4.430
C -0.886 2.429 -3.447
N -0.096 2.840 -2.454
C 0.201 4.133 -2.385
C -1.209 0.980 -3.445
C -0.925 0.176 -4.550
C -1.163 -1.187 -4.526
C -1.700 -1.776 -3.386
C -2.038 -0.990 -2.298
C -1.806 0.375 -2.350
H 0.005 6.108 -3.194
H -1.445 5.325 -5.079
H -2.035 2.903 -5.202
H 0.822 4.435 -1.549
H -0.462 0.631 -5.417
H -0.894 -1.795 -5.379
H -1.867 -2.845 -3.346
H -2.522 -1.390 -1.418
O -1.817 2.098 2.798
N -0.520 2.010 2.326
C -1.937 -1.613 6.069
C -1.438 -1.141 4.709
C -1.630 -2.090 3.485
C -0.800 -3.392 3.565
C -1.237 -4.520 4.493
C -3.113 -2.346 3.316
O -3.749 -3.127 3.996
N -3.755 -1.580 2.379
C -3.180 -0.590 1.587
O -3.897 0.154 0.935
N -1.824 -0.522 1.518
C -1.032 -1.250 2.341
O 0.192 -1.202 2.247
H -2.030 -0.752 6.732
H -1.242 -2.308 6.538
H -2.908 -2.101 6.008
H -0.363 -0.944 4.745
H -1.902 -0.181 4.454
H 0.209 -3.067 3.828
H -0.718 -3.799 2.554
H -1.299 -4.214 5.533
H -0.496 -5.320 4.425
H -2.206 -4.929 4.219
H -4.763 -1.638 2.352
*
```

The following is a quantum chemistry calculation of an isolated molecule of C6H10O, from the OMol25 dataset.

Relative energy (zero: lowest compared OMol25 entry of this formula, charge and spin) = 0.897 eV
SMILES string = C[C@H]1C[C@H]1CC=O
LUMO energy = 1.04 eV
Orbital gap = 10.68 eV

ORCA input file:
```
! RIJCOSX wB97M-V def2-TZVPD def2/J DEFGRID3
* xyz 0 1
C -0.014 1.358 -1.592
C -0.089 -0.131 -1.346
C 0.857 -1.095 -0.670
C -0.390 -0.632 0.029
C -0.182 0.322 1.190
C -0.230 -0.492 2.458
O -1.214 -0.633 3.140
H 0.660 1.906 -0.933
H -1.016 1.764 -1.415
H 0.239 1.591 -2.628
H -0.633 -0.629 -2.140
H 0.861 -2.114 -1.047
H 1.809 -0.791 -0.244
H -1.218 -1.326 0.145
H -0.952 1.095 1.239
H 0.799 0.809 1.086
H 0.714 -1.002 2.728
*
```

The following is a quantum chemistry calculation of an isolated molecule of C4H10N4O, from the OMol25 dataset.

Relative energy (zero: lowest compared OMol25 entry of this formula, charge and spin) = 2.348 eV
SMILES string = C/N=N/N(C)C(=O)NC
LUMO energy = 0.83 eV
Orbital gap = 9.97 eV

ORCA input file:
```
! RIJCOSX wB97M-V def2-TZVPD def2/J DEFGRID3
* xyz 0 1
C 0.852 2.527 -2.246
N 0.180 1.693 -1.235
N 0.974 0.882 -0.632
N 0.365 0.112 0.240
C -0.916 0.660 0.781
C 1.018 -0.878 1.009
O 2.189 -0.791 1.276
N 0.202 -1.927 1.408
C -0.973 -2.416 0.736
H 0.551 3.505 -2.071
H 0.461 2.287 -3.190
H 1.915 2.412 -2.241
H -1.183 0.033 1.605
H -0.825 1.713 1.043
H -1.669 0.539 -0.004
H 0.740 -2.622 1.918
H -1.397 -3.185 1.378
H -0.775 -2.896 -0.250
H -1.709 -1.647 0.476
*
```

The following is a quantum chemistry calculation of C26H33O5Pm as an isolated structure, from the OMol25 dataset.

⟨S²⟩ = 6.007
Relative energy (zero: lowest compared OMol25 entry of this formula, charge and spin) = 0.000 eV
LUMO energy (spin up / spin down) = 0.44 / 0.44 eV
Orbital gap (spin up / spin down) = 8.71 / 8.80 eV

ORCA input file:
```
! RIJCOSX wB97M-V def2-TZVPD def2/J DEFGRID3
* xyz 0 5
O -0.311 -0.646 -3.778
C -0.219 0.625 -4.542
C -0.166 0.002 -5.918
H 0.677 1.178 -4.241
H -1.113 1.238 -4.389
C -0.158 -1.310 -5.085
H 0.730 0.219 -6.501
H -1.084 0.125 -6.493
C 1.179 -2.007 -5.183
H 1.993 -1.312 -4.942
H 1.359 -2.404 -6.190
H 1.164 -2.838 -4.475
C -1.330 -2.230 -5.409
H -2.302 -1.731 -5.307
H -1.278 -3.105 -4.746
H -1.255 -2.594 -6.438
Pm -0.593 -0.778 1.173
C -3.018 -1.533 2.219
C -2.958 -0.132 2.420
C -2.999 0.497 1.140
H -2.978 0.379 3.383
C -3.057 -0.533 0.152
C -3.049 -1.789 0.823
H -3.037 -2.773 0.369
H -3.089 -2.277 3.008
H -3.032 1.567 0.950
H -3.137 -0.356 -0.917
C 0.734 -2.756 2.412
C -0.227 -3.400 1.589
C 0.106 -3.140 0.230
H -1.052 -4.008 1.955
C 1.305 -2.365 0.213
C 1.697 -2.139 1.567
H 2.626 -1.671 1.894
H 0.769 -2.796 3.498
H -0.447 -3.471 -0.648
H 1.859 -2.039 -0.670
O 2.009 1.938 -2.171
C 1.103 0.999 -1.524
C -0.282 1.666 -1.477
H 1.443 0.733 -0.501
H 1.064 0.046 -2.083
C -0.031 3.169 -1.747
H -0.829 1.490 -0.547
H -0.862 1.185 -2.264
C 1.508 3.285 -1.941
H -0.337 3.733 -0.879
H -0.589 3.543 -2.619
H 2.038 3.653 -1.050
H 1.821 3.954 -2.743
O 2.099 2.705 3.434
C 1.685 2.217 4.619
C 2.183 2.819 5.791
C 1.798 2.311 7.029
C 0.936 1.210 7.122
C 0.451 0.603 5.963
C 0.796 1.100 4.709
C 0.328 0.457 3.472
O -0.388 -0.600 3.527
O 0.624 0.933 2.291
H 1.620 2.143 2.755
H 2.872 3.661 5.685
H 2.186 2.786 7.926
H 0.656 0.825 8.099
H -0.210 -0.260 6.003
*
```